Entry 1:
Density functional theory data (ωB97M-V/def2-TZVPD) for a structure of composition C18H29N2O5P2STb at a distorted geometry.

Each line ends with the Löwdin spin population.
CARTESIAN COORDINATES (ANGSTROEM)
C 2.808 -3.306 -0.811  0.000
C 2.029 -2.150 -0.890  0.001
N 1.307 -1.744 0.182  -0.012
C 1.278 -2.476 1.318  0.001
C 2.002 -3.659 1.417  -0.001
C 2.795 -4.088 0.349  0.001
C 1.985 -1.337 -2.196  0.000
P 1.593 0.444 -1.914  -0.014
Tb -0.229 0.269 -0.039  6.106
P -1.036 -0.989 2.090  -0.016
C 0.463 -1.966 2.534  -0.001
O -0.160 -2.012 -4.161  0.000
O -2.085 -0.406 -3.194  -0.003
H 3.408 -3.565 -1.673  0.000
H 1.933 -4.215 2.346  0.000
H 3.381 -4.998 0.417  0.000
C 3.061 1.369 -1.435  0.001
C 0.916 1.159 -3.421  -0.001
H 0.111 -2.793 3.178  0.000
H 1.097 -1.272 3.122  0.000
H 1.198 -1.742 -2.908  0.000
H 2.977 -1.337 -2.688  0.000
C -1.410 0.178 3.402  0.002
C -2.436 -2.079 1.826  -0.002
H -1.833 -0.713 -2.231  -0.003
H -2.411 0.507 -3.105  0.000
H -0.947 -1.411 -4.021  0.000
H -0.518 -2.901 -4.062  0.000
H 1.085 1.105 1.220  -0.019
H -1.267 -1.093 -1.131  -0.016
H 3.792 1.397 -2.247  0.000
H 2.760 2.392 -1.164  0.000
H 3.501 0.935 -0.529  0.000
H 1.643 1.107 -4.234  0.000
H -0.003 0.641 -3.715  0.000
H 0.633 2.203 -3.237  0.000
H -2.715 -2.586 2.753  -0.001
H -3.275 -1.476 1.448  0.000
H -2.191 -2.791 1.029  0.000
H -1.715 -0.349 4.309  0.000
H -0.538 0.813 3.593  0.000
H -2.193 0.865 3.050  0.000
O -3.023 3.666 3.394  0.000
S -3.533 3.457 2.061  0.000
O -4.952 3.299 1.864  0.000
N -2.657 2.214 1.301  0.001
C -1.998 2.685 0.247  -0.002
O -1.308 1.988 -0.610  -0.017
C -2.081 4.115 0.036  0.000
C -1.397 4.817 -0.967  0.000
C -1.579 6.196 -1.028  0.000
C -2.424 6.812 -0.091  0.000
C -3.100 6.088 0.913  0.000
C -2.907 4.708 0.949  0.000
H -0.761 4.279 -1.651  0.000
H -1.073 6.784 -1.793  0.000
H -2.554 7.883 -0.150  0.000
H -3.750 6.565 1.642  0.000

Forces on atoms 1 to 6 (eV/Å):
-0.050 -0.098 0.169
0.008 0.154 0.396
-0.017 -0.348 -0.098
-0.117 0.116 -0.106
0.059 -0.086 -0.029
-0.456 0.799 -0.149

The value obtained for the total energy is -3094.30070 hartree. The calculation puts the largest force on an atom at 2.2 eV/A. The LUMO energy (alpha / beta) comes out at 0.097 / 0.123 eV. As for the multiplicity: 7. The energy relative to the best compared isomer or geometry (same formula, charge and spin) is 19.3 kcal per mole.

Entry 2:
Density functional theory data (ωB97M-V/def2-TZVPD) for an isolated molecule of C5H9F2N at a distorted geometry.

Each line ends with the natural charge from an NBO analysis.
CARTESIAN COORDINATES (ANGSTROEM)
C 0.577 -0.489 1.424  -0.434
C 0.618 -1.756 0.607  -0.427
C 0.545 -0.366 -0.021  0.037
C -1.201 1.433 -0.376  -0.418
C 1.792 0.200 -0.658  0.553
N -0.817 0.075 -0.780  -0.626
F 2.927 -0.403 -0.270  -0.346
F 1.934 1.488 -0.223  -0.348
H -0.290 -0.214 2.038  0.235
H 1.653 -0.270 1.723  0.230
H 1.507 -2.281 0.853  0.229
H -0.318 -2.380 0.667  0.232
H -0.391 2.209 -0.720  0.167
H -2.130 1.850 -0.858  0.209
H -1.197 1.434 0.703  0.202
H 1.839 0.068 -1.719  0.135
H -0.679 -0.129 -1.812  0.368

Forces on atoms 1 to 6 (eV/Å):
1.202 0.582 1.077
-2.342 -0.044 0.768
-2.221 -0.108 -2.708
1.821 1.722 -2.122
-0.511 0.041 0.526
2.606 -1.762 0.608

The value obtained for the total energy is -450.32183 hartree. The calculation puts the largest force on an atom at 3.5 eV/A. The LUMO energy comes out at 1.085 eV. The SMILES is CNC1(C(F)F)CC1. The energy relative to the best compared isomer or geometry (same formula, charge and spin) is 34.6 kcal per mole.

Please write out number 1 again, unchanged.
Density functional theory data (ωB97M-V/def2-TZVPD) for a structure of composition C18H29N2O5P2STb at a distorted geometry.

Each line ends with the Löwdin spin population.
CARTESIAN COORDINATES (ANGSTROEM)
C 2.808 -3.306 -0.811  0.000
C 2.029 -2.150 -0.890  0.001
N 1.307 -1.744 0.182  -0.012
C 1.278 -2.476 1.318  0.001
C 2.002 -3.659 1.417  -0.001
C 2.795 -4.088 0.349  0.001
C 1.985 -1.337 -2.196  0.000
P 1.593 0.444 -1.914  -0.014
Tb -0.229 0.269 -0.039  6.106
P -1.036 -0.989 2.090  -0.016
C 0.463 -1.966 2.534  -0.001
O -0.160 -2.012 -4.161  0.000
O -2.085 -0.406 -3.194  -0.003
H 3.408 -3.565 -1.673  0.000
H 1.933 -4.215 2.346  0.000
H 3.381 -4.998 0.417  0.000
C 3.061 1.369 -1.435  0.001
C 0.916 1.159 -3.421  -0.001
H 0.111 -2.793 3.178  0.000
H 1.097 -1.272 3.122  0.000
H 1.198 -1.742 -2.908  0.000
H 2.977 -1.337 -2.688  0.000
C -1.410 0.178 3.402  0.002
C -2.436 -2.079 1.826  -0.002
H -1.833 -0.713 -2.231  -0.003
H -2.411 0.507 -3.105  0.000
H -0.947 -1.411 -4.021  0.000
H -0.518 -2.901 -4.062  0.000
H 1.085 1.105 1.220  -0.019
H -1.267 -1.093 -1.131  -0.016
H 3.792 1.397 -2.247  0.000
H 2.760 2.392 -1.164  0.000
H 3.501 0.935 -0.529  0.000
H 1.643 1.107 -4.234  0.000
H -0.003 0.641 -3.715  0.000
H 0.633 2.203 -3.237  0.000
H -2.715 -2.586 2.753  -0.001
H -3.275 -1.476 1.448  0.000
H -2.191 -2.791 1.029  0.000
H -1.715 -0.349 4.309  0.000
H -0.538 0.813 3.593  0.000
H -2.193 0.865 3.050  0.000
O -3.023 3.666 3.394  0.000
S -3.533 3.457 2.061  0.000
O -4.952 3.299 1.864  0.000
N -2.657 2.214 1.301  0.001
C -1.998 2.685 0.247  -0.002
O -1.308 1.988 -0.610  -0.017
C -2.081 4.115 0.036  0.000
C -1.397 4.817 -0.967  0.000
C -1.579 6.196 -1.028  0.000
C -2.424 6.812 -0.091  0.000
C -3.100 6.088 0.913  0.000
C -2.907 4.708 0.949  0.000
H -0.761 4.279 -1.651  0.000
H -1.073 6.784 -1.793  0.000
H -2.554 7.883 -0.150  0.000
H -3.750 6.565 1.642  0.000

Forces on atoms 1 to 6 (eV/Å):
-0.050 -0.098 0.169
0.008 0.154 0.396
-0.017 -0.348 -0.098
-0.117 0.116 -0.106
0.059 -0.086 -0.029
-0.456 0.799 -0.149

The value obtained for the total energy is -3094.30070 hartree. The calculation puts the largest force on an atom at 2.2 eV/A. The LUMO energy (alpha / beta) comes out at 0.097 / 0.123 eV. As for the multiplicity: 7. The energy relative to the best compared isomer or geometry (same formula, charge and spin) is 19.3 kcal per mole.

What is the formula in the second record? C5H9F2N

Repeat the first record exactly.
Density functional theory data (ωB97M-V/def2-TZVPD) for a structure of composition C18H29N2O5P2STb at a distorted geometry.

Each line ends with the Löwdin spin population.
CARTESIAN COORDINATES (ANGSTROEM)
C 2.808 -3.306 -0.811  0.000
C 2.029 -2.150 -0.890  0.001
N 1.307 -1.744 0.182  -0.012
C 1.278 -2.476 1.318  0.001
C 2.002 -3.659 1.417  -0.001
C 2.795 -4.088 0.349  0.001
C 1.985 -1.337 -2.196  0.000
P 1.593 0.444 -1.914  -0.014
Tb -0.229 0.269 -0.039  6.106
P -1.036 -0.989 2.090  -0.016
C 0.463 -1.966 2.534  -0.001
O -0.160 -2.012 -4.161  0.000
O -2.085 -0.406 -3.194  -0.003
H 3.408 -3.565 -1.673  0.000
H 1.933 -4.215 2.346  0.000
H 3.381 -4.998 0.417  0.000
C 3.061 1.369 -1.435  0.001
C 0.916 1.159 -3.421  -0.001
H 0.111 -2.793 3.178  0.000
H 1.097 -1.272 3.122  0.000
H 1.198 -1.742 -2.908  0.000
H 2.977 -1.337 -2.688  0.000
C -1.410 0.178 3.402  0.002
C -2.436 -2.079 1.826  -0.002
H -1.833 -0.713 -2.231  -0.003
H -2.411 0.507 -3.105  0.000
H -0.947 -1.411 -4.021  0.000
H -0.518 -2.901 -4.062  0.000
H 1.085 1.105 1.220  -0.019
H -1.267 -1.093 -1.131  -0.016
H 3.792 1.397 -2.247  0.000
H 2.760 2.392 -1.164  0.000
H 3.501 0.935 -0.529  0.000
H 1.643 1.107 -4.234  0.000
H -0.003 0.641 -3.715  0.000
H 0.633 2.203 -3.237  0.000
H -2.715 -2.586 2.753  -0.001
H -3.275 -1.476 1.448  0.000
H -2.191 -2.791 1.029  0.000
H -1.715 -0.349 4.309  0.000
H -0.538 0.813 3.593  0.000
H -2.193 0.865 3.050  0.000
O -3.023 3.666 3.394  0.000
S -3.533 3.457 2.061  0.000
O -4.952 3.299 1.864  0.000
N -2.657 2.214 1.301  0.001
C -1.998 2.685 0.247  -0.002
O -1.308 1.988 -0.610  -0.017
C -2.081 4.115 0.036  0.000
C -1.397 4.817 -0.967  0.000
C -1.579 6.196 -1.028  0.000
C -2.424 6.812 -0.091  0.000
C -3.100 6.088 0.913  0.000
C -2.907 4.708 0.949  0.000
H -0.761 4.279 -1.651  0.000
H -1.073 6.784 -1.793  0.000
H -2.554 7.883 -0.150  0.000
H -3.750 6.565 1.642  0.000

Forces on atoms 1 to 6 (eV/Å):
-0.050 -0.098 0.169
0.008 0.154 0.396
-0.017 -0.348 -0.098
-0.117 0.116 -0.106
0.059 -0.086 -0.029
-0.456 0.799 -0.149

The value obtained for the total energy is -3094.30070 hartree. The calculation puts the largest force on an atom at 2.2 eV/A. The LUMO energy (alpha / beta) comes out at 0.097 / 0.123 eV. As for the multiplicity: 7. The energy relative to the best compared isomer or geometry (same formula, charge and spin) is 19.3 kcal per mole.

Number 1 is which compound? C18H29N2O5P2STb